Density functional theory data (ωB97M-V/def2-TZVPD) for C4H10N2O in the gas phase.

Values from the calculation:
multiplicity = 1
maximum force = 0.031 hartree/bohr
energy above the lowest of the compared OMol25 structures with the same formula, charge and spin = 1.0198 eV
HOMO-LUMO gap = 0.3723 Eh
structure (SMILES) = CCNC(=O)CN

Last column: Löwdin charge in e.
Atoms and positions in Å:
C -1.55896 -1.20915 1.78312  -0.089
C -0.28814 -1.54218 0.98647  -0.269
N -0.24141 -1.14627 -0.39210  0.058
C 0.17380 0.09722 -0.79996  -0.477
O -0.01763 0.47793 -1.94072  0.047
C 1.02152 0.93052 0.15533  -0.202
N 1.10388 2.33602 -0.22482  0.002
H -1.31564 -1.48109 2.82408  0.074
H -1.84752 -0.16693 1.87689  0.067
H -2.39330 -1.86862 1.55801  0.067
H -0.25442 -2.62494 1.02542  0.108
H 0.57047 -1.27606 1.59814  0.109
H -0.90140 -1.54817 -1.03963  0.144
H 0.62667 0.91127 1.17375  0.107
H 2.03577 0.56747 0.21591  0.118
H 0.21442 2.79018 -0.05870  0.071
H 1.41615 2.41682 -1.17984  0.066

Density functional theory data (ωB97M-V/def2-TZVPD) for a gas-phase ion, C11H21N2O (charge +1).

Values from the calculation:
multiplicity = 1
maximum force = 0.086 hartree/bohr
energy above the lowest of the compared OMol25 structures with the same formula, charge and spin = 3.8549 eV
HOMO-LUMO gap = 0.3769 Eh
structure (SMILES) = CC(C)(C)[N+]1(C(C)(C)C)C=NC(=O)C1
total charge = +1

Last column: Löwdin charge in e.
Atoms and positions in Å:
C 0.18295 -1.61912 -2.00725  -0.001
C -0.14972 -1.09461 -0.55893  -0.433
C 0.50663 -1.89286 0.55944  -0.002
C -1.71033 -1.29989 -0.53592  -0.032
N 0.32026 0.35041 -0.55582  -0.051
C 0.00100 1.33244 0.63352  -0.537
C -1.43291 1.07724 1.07181  -0.013
C 0.92432 1.01930 1.81488  -0.012
C 0.33248 2.67584 0.14184  -0.049
C -0.39998 0.91802 -1.81535  -0.090
N 0.36082 1.42575 -2.62358  0.190
C 1.73136 1.05410 -2.38979  -0.374
O 2.63858 1.18455 -3.15334  0.198
C 1.77900 0.51520 -0.94607  -0.012
H 1.08240 -1.15950 -2.27075  0.051
H 0.37240 -2.63179 -2.06530  0.081
H -0.56265 -1.41061 -2.81931  0.131
H 0.04984 -1.74267 1.52263  0.083
H 1.51095 -1.70352 0.74910  0.061
H 0.52147 -2.99010 0.34768  0.128
H -2.38157 -0.55546 -0.90720  0.076
H -1.74667 -2.24129 -1.07759  0.101
H -2.09440 -1.52542 0.42179  0.071
H -2.29164 1.26587 0.35489  0.119
H -1.54146 0.01529 1.21476  0.048
H -1.59898 1.77724 1.93273  0.128
H 0.49180 0.14820 2.31374  0.075
H 0.84320 1.92449 2.47416  0.125
H 1.99932 0.70761 1.47028  0.128
H 1.45597 2.92184 0.17290  0.122
H 0.16560 2.81362 -0.96732  0.093
H -0.23870 3.52989 0.75273  0.165
H -1.44896 0.80740 -2.14516  0.177
H 2.41534 -0.32706 -0.72063  0.150
H 2.22614 1.26355 -0.30948  0.106

Density functional theory data (ωB97M-V/def2-TZVPD) for C4H2N2O3 in the gas phase.

Values from the calculation:
multiplicity = 1
maximum force = 0.091 hartree/bohr
energy above the lowest of the compared OMol25 structures with the same formula, charge and spin = 3.3931 eV
HOMO-LUMO gap = 0.3325 Eh
structure (SMILES) = O=c1cconnc1=O

Last column: Löwdin charge in e.
Atoms and positions in Å:
O 2.39279 0.64830 -0.26306  0.127
C 1.18149 0.56873 -0.26899  -0.313
C 0.03746 1.55502 -0.12272  0.027
C -1.20389 1.31910 0.47950  -0.067
O -1.87869 0.11708 0.44960  -0.104
N -1.54974 -0.81643 -0.80136  0.169
N -0.41951 -1.09101 -0.87156  0.118
C 0.62769 -0.81792 0.14326  -0.304
O 0.91319 -1.61664 0.99764  0.186
H 0.39676 2.47538 -0.12464  0.050
H -1.88676 1.93727 0.97527  0.112